This record from OMol25 describes 7 unconnected molecules or ions with the total composition C58H122N6O8S at a distorted geometry. The level of theory is ωB97M-V/def2-TZVPD.

Structure (XYZ):
```
195
Properties=species:S:1:pos:R:3
C 31.68819 25.92005 14.91415
C 31.91315 25.27285 16.36182
C 30.56179 24.49079 16.86237
S 29.52158 24.39135 15.41980
O 28.41291 25.31559 15.42920
O 29.20550 23.00228 15.05304
C 30.70221 25.07692 14.13592
H 32.51932 26.34804 14.35366
H 31.23810 26.88220 15.15870
H 32.20032 26.10986 16.99827
H 32.67266 24.50672 16.51764
H 30.10292 25.06586 17.66663
H 30.74745 23.46635 17.18508
H 30.13779 25.38265 13.25498
H 31.27641 24.19430 13.85417
C 27.51251 24.74785 26.74890
C 27.44684 26.08433 27.65995
C 26.32758 25.82262 28.68623
C 26.35659 26.70064 29.93819
C 27.75119 26.68270 30.58532
C 28.82473 27.00744 29.63708
N 28.71737 26.21714 28.37238
O 29.90700 26.24177 27.55136
C 28.82722 28.51989 29.48580
C 30.19179 26.79654 30.42698
C 26.94023 27.24541 26.81156
H 26.61783 24.70785 26.12757
H 27.69127 23.86425 27.36159
H 28.30565 24.75704 26.00128
H 25.31265 25.90201 28.29671
H 26.43491 24.86651 29.19853
H 25.46285 26.35200 30.45566
H 26.03329 27.72713 29.76531
H 27.96013 25.68123 30.96148
H 27.68697 27.41666 31.38862
H 29.75546 28.96908 29.13268
H 28.08448 28.89464 28.78155
H 28.61313 29.14004 30.35625
H 30.24742 25.93293 31.08969
H 31.10040 26.60679 29.85558
H 30.32279 27.59722 31.15490
H 27.74530 27.80923 26.34032
H 26.35744 27.94667 27.40880
H 26.16798 26.90354 26.12246
H 29.76416 27.00417 26.98573
C 23.03092 25.39979 21.16463
C 22.79769 23.92869 20.78118
C 23.89402 23.20324 21.68515
C 23.62714 23.08101 23.22936
C 22.22073 22.55430 23.48954
C 21.10704 23.24283 22.64311
N 21.46949 23.46372 21.17740
O 20.41237 24.12002 20.41510
C 19.89907 22.26006 22.54447
C 20.56883 24.45042 23.54107
C 23.04496 23.82071 19.31561
H 24.03231 25.81878 21.06579
H 22.71737 25.54848 22.19791
H 22.26102 25.92582 20.60014
H 24.23303 22.22711 21.33825
H 24.84900 23.72833 21.66538
H 23.62245 24.12149 23.55415
H 24.44787 22.57077 23.73351
H 21.98099 22.64132 24.54928
H 22.21512 21.52367 23.13477
H 19.64037 21.68389 23.43284
H 19.02981 22.80238 22.17249
H 20.19089 21.41586 21.91976
H 19.69702 25.03414 23.24558
H 20.23607 24.05707 24.50161
H 21.34270 25.21032 23.64964
H 22.21473 24.16445 18.69863
H 23.18002 22.75153 19.15219
H 24.02138 24.20180 19.01648
H 20.22360 23.49045 19.71537
C 24.71505 31.28294 21.70096
C 25.68827 30.03120 21.83102
C 25.51592 29.39903 20.39956
C 26.53414 28.30076 20.00928
C 28.01964 28.80675 20.32343
C 28.26834 29.45635 21.74355
N 27.11861 30.36483 21.94551
O 27.28881 31.17815 22.95718
C 28.43833 28.29457 22.75321
C 29.64031 30.21836 21.63993
C 25.17720 28.92134 22.78946
H 24.74399 31.84409 22.63498
H 23.70002 30.91302 21.55618
H 25.00433 31.87379 20.83188
H 24.54127 28.92498 20.28364
H 25.64063 30.09829 19.57277
H 26.44956 28.21066 18.92631
H 26.31026 27.30130 20.38217
H 28.23414 29.66830 19.69112
H 28.73034 28.09532 19.90288
H 28.16055 28.71046 23.72170
H 27.96527 27.32770 22.58159
H 29.48116 28.02791 22.92500
H 29.81967 31.09449 21.01677
H 29.96185 30.55965 22.62392
H 30.38506 29.47926 21.34467
H 25.66409 27.98148 22.52925
H 24.17201 28.70093 22.43015
H 25.30434 29.23206 23.82647
H 27.44571 31.96388 22.42839
C 31.98300 17.84476 24.97280
C 30.66287 17.33240 25.64851
C 29.80799 18.47963 26.30380
C 29.27767 19.57896 25.26455
C 28.36279 18.80368 24.27604
C 28.87072 17.41303 23.71783
N 29.88221 16.66135 24.56729
O 30.31949 15.45191 24.03444
C 27.63364 16.46448 23.66242
C 29.38697 17.62754 22.25296
C 30.90126 16.32529 26.77880
H 31.87614 18.81072 24.47922
H 32.30282 17.34697 24.05736
H 32.74783 18.07960 25.71305
H 28.90904 17.98322 26.66925
H 30.41035 18.95095 27.08041
H 30.09123 20.07881 24.73883
H 28.78175 20.41616 25.75573
H 28.40029 19.50244 23.44031
H 27.28123 18.82068 24.41030
H 27.72334 15.73924 22.85367
H 27.65777 15.76731 24.49996
H 26.65268 16.93859 23.69476
H 29.89856 16.69780 22.00402
H 28.52642 17.83850 21.61810
H 30.15770 18.39588 22.31401
H 31.10619 16.86401 27.70395
H 31.79490 15.71817 26.63420
H 29.98529 15.75911 26.94770
H 30.97387 15.64605 23.35939
C 29.66498 24.76800 23.27194
C 29.99508 24.47399 21.74898
C 31.22177 23.59397 21.72921
C 30.99150 22.07170 21.86467
C 29.78722 21.68887 20.90402
C 28.53693 22.44583 21.09592
N 28.83878 23.82087 20.88360
O 27.70011 24.70816 20.80947
C 27.71613 21.94906 19.85059
C 27.89724 22.15064 22.39352
C 30.37487 25.80127 20.99825
H 29.88043 23.95299 23.96291
H 28.58896 24.88573 23.40008
H 30.13872 25.68471 23.62311
H 31.67112 23.82535 20.76347
H 31.87489 23.90566 22.54430
H 30.68136 21.85365 22.88662
H 31.81805 21.45991 21.50324
H 29.66612 20.60570 20.91784
H 30.10274 21.83843 19.87146
H 28.19587 22.31891 18.94441
H 27.39431 20.91058 19.77254
H 26.76488 22.48124 19.84735
H 27.54678 21.13530 22.57890
H 28.64406 22.48222 23.11492
H 26.95622 22.68763 22.51269
H 29.57664 26.54345 20.98834
H 30.54641 25.61881 19.93741
H 31.22773 26.29679 21.46213
H 27.67968 25.09513 19.93116
C 27.36993 14.12328 18.29697
C 26.47312 15.37020 18.34299
C 26.29101 15.84621 19.79584
C 25.63946 17.18966 19.93809
C 26.43710 18.26734 19.21513
C 26.69018 17.92898 17.72100
N 27.09534 16.44936 17.54072
O 27.66231 16.11327 16.30430
C 25.49494 18.35465 16.79732
C 27.93500 18.79699 17.24872
C 25.03215 14.92741 18.01096
H 28.41342 14.33449 18.53066
H 27.48703 13.94427 17.22816
H 26.92230 13.27488 18.81460
H 25.83498 15.06475 20.40368
H 27.26177 15.86881 20.29104
H 25.37938 17.38341 20.97873
H 24.64941 17.23170 19.48406
H 27.41696 18.37189 19.68103
H 25.86511 19.19516 19.20780
H 24.50251 18.65010 17.13777
H 25.63734 19.29573 16.26611
H 25.37756 17.70626 15.92904
H 28.51947 18.44063 16.40048
H 27.78118 19.85635 17.04327
H 28.69994 18.84307 18.02386
H 24.45758 15.84464 17.88186
H 24.53516 14.10924 18.53221
H 25.27105 14.72906 16.96612
H 26.98428 16.18336 15.62831
```

<S²>: 0.755
Highest occupied orbital energy (spin up / spin down) (Eh): -0.341 / -0.341
Spin multiplicity: 2
Charge: +1